124
Properties=species:S:1:pos:R:3:lowdin_charge:R:1 method="wB97M-V/def2-TZVPD" homo_ev=-16.746 max_force_ev_per_a=8.9 e_tot_ha=-5392.7363 charge=+4
Zr 1.39609 1.72337 -1.37869 2.28
Zr 2.60477 -5.46901 -0.67602 2.34
C 1.53658 -1.81977 0.82868 0.09
C 1.10116 -0.53173 0.47356 -0.21
C -0.35613 -0.22856 -0.05177 -0.22
O -0.39053 0.87707 -0.62535 -0.15
C -1.18613 -1.43406 -0.28623 0.10
C -0.71987 -2.63945 0.08909 -0.31
C 0.67189 -2.85372 0.60248 -0.20
O 1.33970 -3.98364 0.65752 -0.13
O -1.56268 -3.56521 -0.11774 0.12
O 1.88082 0.41243 0.25684 -0.11
H 2.56158 -1.99423 1.12078 0.13
H -2.13917 -1.29878 -0.77591 0.13
C 4.11185 -1.54603 -1.73190 0.10
C 3.31053 -0.60413 -2.27271 -0.25
C 1.96953 -0.89027 -3.00709 -0.24
O 1.15510 0.11111 -2.97103 -0.09
C 1.48581 -2.13071 -3.14297 0.11
C 2.27171 -3.22547 -2.57343 -0.18
C 3.66653 -2.92585 -1.84026 -0.20
O 3.98181 -3.87217 -1.10164 -0.12
O 1.80033 -4.33296 -2.27146 -0.11
O 3.58304 0.59244 -1.83898 -0.05
H 5.00265 -1.34641 -1.15481 0.16
H 0.43630 -2.29390 -3.33867 0.16
C 0.56168 6.43069 2.86094 -0.03
C 0.15359 5.27517 1.94947 -0.20
O 0.10172 4.22412 2.88146 0.04
C 0.32090 2.92777 2.56097 -0.28
O 0.70879 2.54132 1.46196 0.05
C -0.01330 1.87471 3.63877 -0.62
F 1.07259 1.40840 4.17704 0.22
F -0.71075 2.50785 4.53443 0.23
F -0.75605 0.86004 3.19063 0.18
H 1.30727 6.12311 3.59416 0.09
H -0.30622 6.82947 3.38613 0.10
H 1.02972 7.28742 2.37612 0.08
H 0.91168 5.03182 1.20503 0.09
H -0.77793 5.46737 1.41710 0.12
C 3.93363 5.87513 0.85154 -0.02
C 4.77839 4.98223 -0.13388 -0.14
O 5.05012 3.74021 0.50608 0.08
C 4.12175 2.82997 0.78857 -0.26
O 3.05713 2.67806 0.16177 -0.04
C 4.43067 1.87866 1.97682 -0.50
F 3.57192 2.05464 3.00883 0.18
F 4.44228 0.61419 1.48484 0.15
F 5.60913 2.06072 2.53064 0.22
H 4.46838 5.99892 1.79326 0.10
H 2.93146 5.48941 1.03858 0.04
H 3.56735 6.85620 0.54915 0.10
H 5.70370 5.51543 -0.35202 0.14
H 4.29987 4.85470 -1.10489 0.12
C -5.12719 -0.85544 -0.80579 -0.04
C -4.89041 -1.30920 0.62798 -0.23
O -6.01055 -1.01854 1.41428 -0.01
C -7.18034 -1.73720 1.44781 -0.29
O -7.29493 -2.69730 0.67680 0.14
C -8.20784 -1.32750 2.48068 -0.57
F -8.07707 -2.25009 3.45865 0.17
F -8.02994 -0.14248 2.98324 0.22
F -9.45430 -1.43431 1.98778 0.18
H -5.48550 0.16279 -0.95719 0.09
H -5.80819 -1.52950 -1.32537 0.09
H -4.25234 -0.90169 -1.45431 0.05
H -4.00666 -0.79394 1.00429 0.09
H -4.69042 -2.32746 0.96154 0.13
C -3.45012 -7.89838 0.69589 -0.03
C -2.13141 -7.20902 0.35363 -0.21
O -2.07286 -7.10037 -1.05267 0.10
C -0.96929 -6.45919 -1.53350 -0.30
O -0.00262 -6.14830 -0.84306 0.02
C -1.12519 -6.09458 -2.95889 -0.56
F -1.66378 -4.91230 -3.08025 0.23
F 0.05762 -6.09283 -3.60405 0.15
F -1.92032 -6.99088 -3.58606 0.20
H -4.28272 -7.56342 0.07727 0.09
H -3.75202 -7.80013 1.73863 0.10
H -3.36863 -8.96614 0.49260 0.09
H -1.36962 -7.87252 0.76299 0.13
H -2.06215 -6.24276 0.85327 0.13
C 6.62682 -6.82430 2.26742 -0.02
C 6.73201 -5.56828 1.40271 -0.18
O 6.24410 -4.46329 2.15608 0.09
C 4.93542 -4.26169 2.20112 -0.25
O 4.06198 -4.74069 1.41032 -0.04
C 4.50261 -3.21245 3.26342 -0.45
F 3.17550 -3.35072 3.67522 0.14
F 5.37928 -3.09292 4.22854 0.24
F 4.49813 -1.95511 2.71278 0.12
H 6.81227 -6.58611 3.31479 0.11
H 7.39101 -7.53828 1.96027 0.10
H 5.66002 -7.29708 2.09455 0.07
H 6.32515 -5.65412 0.39514 0.11
H 7.79114 -5.33713 1.28906 0.15
C -1.58997 6.13310 -4.69580 -0.01
C -0.79725 4.86829 -4.25219 -0.21
O -1.71147 3.80020 -4.30809 0.06
C -1.48373 2.74561 -3.43729 -0.21
O -0.44050 2.47276 -2.81926 -0.03
C -2.67795 1.72766 -3.42409 -0.55
F -3.37641 1.85546 -2.28623 0.18
F -3.45168 1.89672 -4.44759 0.25
F -2.20708 0.47409 -3.45111 0.17
H -1.64135 6.10867 -5.78431 0.09
H -1.04041 6.99781 -4.32383 0.09
H -2.57593 6.01689 -4.24584 0.08
H -0.43478 5.05241 -3.24085 0.10
H 0.03396 4.63158 -4.91639 0.14
C -2.52189 6.31535 -1.10669 -0.06
C -3.64649 5.30798 -1.14825 -0.16
O -3.80745 4.32002 -0.07879 0.06
C -2.83811 3.43096 0.26217 -0.32
O -1.69991 3.32566 -0.19410 0.08
C -3.30153 2.36672 1.24140 -0.53
F -2.85440 2.67037 2.43409 0.22
F -4.61842 2.44184 1.31537 0.21
F -2.92063 1.07872 0.89731 0.12
H -2.38584 6.68044 -0.08870 0.09
H -2.74050 7.15281 -1.76924 0.10
H -1.61198 5.78908 -1.39513 0.05
H -3.69581 4.89631 -2.15632 0.12
H -4.55188 5.88923 -0.97365 0.14

---

13
Properties=species:S:1:pos:R:3:nbo_charge:R:1 method="wB97M-V/def2-TZVPD" homo_ev="-6.685 / -6.856" max_force_ev_per_a=0.8 de_lowest_ev=3.965 e_tot_ha=-286.4859
C 0.59676 -1.03535 0.19895 -0.50
C -0.79992 -1.18888 -0.32246 0.01
O -1.48644 -0.12990 -0.70043 -0.35
C -1.18309 1.10259 -0.41222 0.19
N -0.07604 1.37115 0.38393 -0.66
C 1.03584 0.44454 0.15075 -0.22
H 0.70486 -1.41421 1.22545 0.21
H 1.27985 -1.64352 -0.41603 0.21
H -1.16975 -2.09942 -0.77434 0.17
H -0.31529 1.41325 1.37423 0.37
H -1.86282 1.85095 -0.78942 0.17
H 1.80517 0.63626 0.90487 0.20
H 1.47086 0.69256 -0.82330 0.20

---

33
Properties=species:S:1:pos:R:3:nbo_charge:R:1 method="wB97M-V/def2-TZVPD" spin_multiplicity=3 homo_ev="0.095 / -2.082" max_force_ev_per_a=2.6 e_tot_ha=-1525.8843 charge=-1
C -1.21952 1.10942 -1.54212 -1.27
Ti 0.37950 0.23159 -0.44304 0.20
N 0.53121 -1.55869 -1.60038 -1.09
H -0.88160 -0.01621 0.63238 -0.26
H 1.64659 -0.50418 0.34986 -0.35
H -1.66058 1.95826 -0.99389 0.21
H -1.98566 0.31436 -1.69780 0.19
H -0.83115 1.45892 -2.51596 0.18
H 0.06816 -2.34920 -1.13498 0.39
H 1.50734 -1.84824 -1.75155 0.40
H 0.11456 -1.47741 -2.53611 0.37
C -1.92842 -0.11005 3.45386 -0.61
C -0.54368 0.49522 3.30278 -0.76
P 0.51054 -0.19585 1.95672 1.02
C 2.14140 0.45452 2.55819 -0.76
C 2.55587 0.19103 3.99741 -0.60
C 0.39530 -1.99350 2.28107 -0.77
C 0.61530 -2.45333 3.72041 -0.61
H -2.56629 0.12427 2.59628 0.22
H -2.40322 0.33985 4.33426 0.19
H -1.91590 -1.19642 3.59742 0.19
H -0.63226 1.56820 3.08142 0.23
H 0.00954 0.42795 4.24993 0.20
H 2.92081 0.05751 1.89837 0.25
H 2.06384 1.53560 2.36628 0.23
H 2.79567 -0.86368 4.14300 0.19
H 3.46343 0.75632 4.23548 0.19
H 1.79920 0.50998 4.71850 0.18
H -0.60716 -2.30174 1.93719 0.23
H 1.11903 -2.47698 1.60536 0.24
H -0.05018 -1.95238 4.43531 0.20
H 0.40471 -3.52935 3.78888 0.19
H 1.65300 -2.31478 4.03738 0.20

---

16
Properties=species:S:1:pos:R:3:nbo_charge:R:1 method="wB97M-V/def2-TZVPD" homo_ev=-9.483 max_force_ev_per_a=0.6 de_lowest_ev=1.669 e_tot_ha=-271.6913 smiles="C[C@H]1CCC1=O.[H][H]"
C 1.36181 -0.97833 0.18790 -0.60
C 0.31570 0.10458 0.39973 -0.33
C 0.55024 1.51869 -0.20394 -0.40
C -0.85039 1.49361 -0.86969 -0.53
C -0.94348 0.02353 -0.46675 0.62
O -1.66523 -0.88348 -0.79039 -0.52
H 0.99594 -1.94491 0.54812 0.23
H 1.60179 -1.08504 -0.87618 0.21
H 2.28686 -0.73747 0.72270 0.21
H 0.03081 0.16449 1.45891 0.23
H 0.72054 2.32043 0.51797 0.21
H 1.36425 1.52329 -0.93525 0.21
H -1.60044 2.10637 -0.35798 0.24
H -0.91149 1.68894 -1.94421 0.23
H -1.61909 -2.84614 1.62600 -0.03
H -1.63783 -2.46854 0.98307 0.02